# 1
81
Properties=species:S:1:pos:R:3 method="wB97M-V/def2-TZVPD" s_squared=0.754 total_charge=-1 lumo_energy_ev="2.29 / 2.28" e_above_lowest_kj_mol=17.2 homo_lumo_gap_ev="6.6 / 6.8" multiplicity=2 homo_energy_ev="-4.4 / -4.5"
C 1.273 1.541 -3.601
C -1.432 -1.071 -0.553
C 0.839 0.094 3.110
O 1.058 0.639 0.873
C -1.640 2.493 0.163
C -0.565 0.240 5.494
C -2.822 3.126 0.505
H 2.381 -5.240 -1.287
H -0.971 0.085 6.491
H -1.942 -6.309 -1.391
C -1.197 2.514 -1.159
O 2.651 -1.038 -0.598
H 4.329 0.038 -5.390
H -1.013 1.980 0.880
C -2.499 2.260 2.865
H -1.290 -0.104 4.750
H -0.900 -0.300 -0.006
H 0.315 -3.248 0.841
C -0.897 -6.296 -1.704
C 2.924 -1.715 2.944
S -1.103 3.088 -3.663
H 1.925 -4.821 -2.947
C -3.536 3.808 -0.495
C 1.814 -4.537 -1.900
H -2.122 -3.257 -2.365
C -4.783 2.475 1.916
H -2.393 1.238 2.495
H 3.712 -2.454 2.900
H 2.231 -3.537 -1.769
Se -0.459 -1.351 -2.214
H 0.399 -4.995 1.091
C 1.224 -0.616 4.215
H -5.484 3.084 1.344
Ge -0.076 -4.518 -1.362
C -3.094 3.875 -1.803
O 0.628 -0.512 5.433
Se 3.346 4.919 -2.399
H -4.462 4.310 -0.241
C 1.472 -0.077 1.845
C 0.130 2.086 -2.888
H -2.959 2.220 3.855
H -0.811 -3.438 -3.532
C 1.437 1.728 -4.976
H 5.248 -1.108 0.174
C -1.918 3.217 -2.135
C 2.295 -1.528 4.142
C 3.305 0.290 -3.518
H -2.479 4.993 2.496
C 2.213 0.821 -2.843
H -1.176 -4.205 0.963
H -2.451 -0.750 -0.764
N 2.786 2.593 -0.725
H 4.045 -0.276 -2.961
C 3.174 -1.306 0.496
C -3.463 4.520 2.489
H -3.840 4.493 3.515
C 3.470 0.468 -4.886
H 4.590 -2.645 -0.378
C 2.541 -1.040 1.765
H -5.161 2.394 2.938
H 2.673 1.348 -6.681
H -4.760 1.477 1.474
C -3.375 3.094 1.926
H -4.134 5.142 1.896
H 0.697 2.290 -5.537
H -0.383 1.308 5.340
H 0.029 0.810 3.148
H -0.365 -7.067 -1.144
Cu 1.929 0.832 -0.897
H -1.507 2.704 2.968
H -3.645 4.432 -2.550
N -0.071 1.885 -1.630
H 2.580 -2.074 5.031
C -0.153 -4.201 0.585
H 4.890 -2.369 1.357
C 3.010 3.525 -1.396
C -1.040 -3.211 -2.489
H -1.435 -1.998 0.016
C 2.538 1.196 -5.617
H -0.853 -6.551 -2.764
C 4.557 -1.914 0.429


# 2
102
Properties=species:S:1:pos:R:3 method="wB97M-V/def2-TZVPD" s_squared=9.056 lumo_energy_ev="0.44 / 0.12" homo_lumo_gap_ev="5.8 / 6.4" multiplicity=6 homo_energy_ev="-5.3 / -6.2"
H -3.135 3.071 -6.641
N 3.640 -1.868 1.697
P -0.844 1.485 -1.625
C -1.433 -2.452 0.013
H 3.174 -2.860 -2.680
C 6.849 -3.454 -3.752
H 2.978 3.732 0.563
H 3.701 0.588 3.400
F -0.867 -1.465 0.707
H -3.135 -5.360 0.166
S 1.168 -0.732 1.811
C -2.708 2.773 -5.686
C 4.744 -0.633 -2.262
C -1.853 -3.227 -2.176
C 2.054 3.893 0.015
C -2.625 -4.498 -0.247
H 7.564 -1.527 5.685
H 3.994 -0.187 -2.919
C -0.795 2.527 -4.233
C -3.587 1.124 2.752
H 5.614 -2.604 1.611
H -4.586 2.100 -4.877
H 2.699 -2.026 3.619
C 1.301 2.797 -0.414
H 1.651 1.793 -0.178
H -2.537 2.631 -0.636
H 0.085 1.840 -2.462
C -1.603 2.005 -3.208
C -2.076 -3.536 0.593
H 3.925 -3.218 3.251
H 5.906 -2.948 4.537
H 7.219 -1.425 -3.160
H 5.595 0.059 -2.259
C 2.927 -0.685 -0.460
C 0.101 2.978 -1.119
C 4.211 -3.012 -2.972
H 1.617 0.945 -2.439
C 5.910 -4.477 -3.868
C -1.298 -2.256 -1.343
H 7.877 -3.624 -4.062
H 1.721 -1.975 -3.550
H 5.373 1.987 4.546
C 6.577 0.319 5.181
C 0.817 -1.734 -4.117
C 4.591 -4.256 -3.480
H 7.310 0.940 5.688
H 1.123 -1.303 -5.075
H 0.843 1.449 0.424
C -2.973 1.843 -3.469
H 3.855 -5.050 -3.576
H 0.278 2.638 -4.086
C -2.216 1.277 0.768
C 5.148 -1.976 -2.837
C 4.546 0.109 3.890
H 0.074 6.397 -1.144
Mn 0.000 0.000 0.000
H 6.205 -5.444 -4.266
N -2.123 1.704 -0.592
H -2.937 -5.084 -2.300
H -2.647 0.115 4.412
Si -0.256 -0.520 -3.171
C 4.682 -1.288 3.868
C 5.776 -1.867 4.527
H 4.533 -3.109 0.303
C 2.619 -1.140 1.042
C 1.615 5.188 -0.251
C 5.298 -1.088 0.118
H -0.699 3.323 -6.234
S 1.693 -0.195 -1.508
C 5.489 0.906 4.539
H -1.261 4.479 -1.900
H -4.230 2.048 0.923
H -3.629 1.396 -2.725
H -2.484 0.483 -3.614
H 0.286 -2.667 -4.325
C -3.522 2.232 -4.695
N -1.219 0.599 1.383
H -1.786 -3.141 -3.255
C 0.687 1.097 -2.994
C -1.401 0.210 2.664
C -0.332 4.291 -1.368
C -1.343 2.916 -5.458
C 0.422 5.387 -0.940
H 0.939 1.503 -3.978
C 6.719 -1.068 5.178
H 2.199 6.040 0.085
C -3.420 1.535 1.430
C -2.555 0.451 3.386
N -0.630 -1.119 -1.577
C -1.818 -0.194 -4.157
C 4.820 -2.264 0.940
C 6.471 -2.210 -3.242
C 3.673 -2.156 3.142
H -2.136 -3.612 1.670
N 4.280 -0.751 -0.868
H 6.246 -1.331 -0.372
H -4.517 1.326 3.275
C -2.513 -4.341 -1.632
H -2.366 -1.117 -4.365
H -1.571 0.272 -5.116
H 5.458 -0.201 0.742
H -0.563 -0.320 3.106


# 3
11
Properties=species:S:1:pos:R:3 method="wB97M-V/def2-TZVPD" lumo_energy_ev=1.17 e_above_lowest_kj_mol=77.7 homo_lumo_gap_ev=11.0 multiplicity=1 homo_energy_ev=-9.8
N 1.876 -0.463 0.007
H -2.090 -0.573 -0.942
N 0.724 -1.100 0.032
N 1.835 0.856 -0.060
C -1.641 -0.334 0.029
C -0.168 -0.114 -0.054
C 0.529 1.102 -0.119
H -1.859 -1.150 0.725
H -2.102 0.582 0.412
H 2.774 -0.912 0.165
H 0.124 2.105 -0.195


# 4
16
Properties=species:S:1:pos:R:3 method="wB97M-V/def2-TZVPD" lumo_energy_ev=-1.02 e_above_lowest_kj_mol=298.1 homo_lumo_gap_ev=7.2 multiplicity=1 homo_energy_ev=-8.2
O 2.904 1.244 -0.726
H 1.699 -0.454 3.146
H -0.564 -0.661 0.805
C 1.028 1.175 1.888
C 1.985 -0.994 1.152
N 1.459 -0.718 -0.225
H -0.455 0.443 -2.125
C 1.901 0.701 -0.359
N -0.698 0.001 -1.205
O 0.792 2.183 2.509
H -1.563 0.516 -0.982
C 1.572 -0.081 2.168
C 0.170 -0.070 0.069
O 2.598 -2.024 1.330
H -0.909 -1.062 -1.387
N 0.763 1.218 0.336


# 5
99
Properties=species:S:1:pos:R:3 method="wB97M-V/def2-TZVPD" lumo_energy_ev=0.28 homo_lumo_gap_ev=9.4 multiplicity=1 homo_energy_ev=-9.1
H -9.584 -16.791 24.476
O -9.091 -21.658 18.563
H -13.752 -14.674 19.915
C -10.834 -10.258 18.127
H -10.645 -18.742 12.795
C -7.644 -17.743 20.651
C -10.377 -16.225 24.941
F -5.162 -22.137 19.736
H -6.145 -13.649 22.927
C -6.245 -15.311 24.428
H -11.515 -12.353 16.756
O -10.251 -11.571 18.017
C -10.148 -9.093 17.347
C -9.939 -8.000 15.266
C -10.660 -18.060 13.645
C -6.907 -22.616 21.067
H -11.235 -17.222 13.251
H -6.738 -18.328 20.606
H -10.610 -7.146 15.362
C -6.115 -21.511 20.384
H -11.172 -14.844 27.972
H -7.882 -16.614 14.799
H -9.533 -16.105 15.052
H -7.683 -19.468 14.564
H -11.599 -13.640 19.338
H -10.452 -8.126 17.747
H -10.001 -8.160 14.189
H -13.252 -14.635 24.303
C -9.858 -17.079 19.866
C -11.321 -15.130 26.942
O -8.172 -13.329 26.365
H -11.881 -15.712 18.104
C -13.357 -13.894 20.549
C -11.451 -15.211 17.237
C -9.749 -13.601 16.730
H -11.833 -11.264 22.816
N -12.381 -14.683 26.259
H -4.200 -21.691 16.279
N -7.679 -16.719 21.555
H -7.527 -22.317 21.913
C -8.772 -15.949 21.611
C -11.550 -12.424 21.089
O -7.819 -22.957 19.980
O -7.194 -15.090 25.337
C -4.240 -21.171 15.322
H -11.230 -15.983 16.499
H -10.199 -11.592 15.938
H -8.679 -15.157 22.339
H -10.703 -17.135 19.195
H -6.248 -23.360 21.513
O -9.267 -17.751 13.769
H -4.243 -21.868 14.483
C -8.836 -17.807 16.240
H -12.317 -14.628 16.923
C -8.897 -16.984 14.942
C -7.798 -19.827 15.587
H -3.293 -20.636 15.247
H -14.990 -13.884 21.736
C -10.282 -15.845 26.320
H -5.708 -20.806 21.108
O -7.101 -20.986 19.490
H -11.876 -10.301 17.808
H -4.773 -13.743 23.986
H -8.898 -7.749 15.468
C -7.340 -13.794 25.562
C -8.099 -21.844 19.266
H -11.179 -18.471 14.512
H -8.898 -17.030 17.002
H -8.736 -18.742 18.992
H -9.727 -18.419 16.378
O -10.241 -14.514 17.639
C -10.431 -12.241 16.782
N -13.549 -12.447 22.390
O -10.459 -9.126 15.968
H -10.744 -15.493 20.753
H -6.315 -20.671 17.080
F -5.233 -15.947 24.961
O -5.387 -20.333 15.368
O -6.422 -13.068 24.892
H -6.557 -15.860 23.539
H -11.551 -16.083 23.218
C -9.864 -16.117 20.798
H -10.516 -12.138 20.970
H -8.675 -13.504 16.887
C -12.416 -14.949 24.909
C -11.485 -15.759 24.246
H -9.074 -9.249 17.448
C -5.846 -13.927 23.938
H -6.841 -21.795 15.922
C -6.571 -20.743 16.023
H -10.841 -10.013 19.189
C -8.708 -17.947 19.723
H -8.800 -20.251 15.646
H -9.896 -14.038 15.742
C -12.254 -12.110 22.292
H -9.453 -16.268 26.868
C -12.078 -13.391 20.274
O -7.678 -18.628 16.344
C -14.005 -13.445 21.671


# 6
15
Properties=species:S:1:pos:R:3 method="wB97M-V/def2-TZVPD" lumo_energy_ev=0.69 e_above_lowest_kj_mol=386.9 homo_lumo_gap_ev=10.7 multiplicity=1 homo_energy_ev=-10.0
H -1.167 -2.388 0.986
N -0.763 -0.347 1.229
C -0.479 -1.040 0.032
H -0.525 -1.116 2.052
H -0.621 1.687 -0.923
O 0.028 1.138 2.808
H 1.919 -0.075 -2.025
H -0.231 0.743 -2.595
H 1.675 0.601 -0.158
H -0.147 1.650 0.741
C -0.288 0.857 1.572
C -0.121 0.814 -1.522
C 1.252 0.352 -1.191
N 0.105 -0.548 -1.119
N -0.637 -2.328 0.114


# 7
13
Properties=species:S:1:pos:R:3 method="wB97M-V/def2-TZVPD" lumo_energy_ev=0.16 e_above_lowest_kj_mol=808.6 homo_lumo_gap_ev=9.1 multiplicity=1 homo_energy_ev=-8.9
C -0.416 1.009 -1.038
C -0.739 -0.520 0.945
H -0.232 -1.950 -0.492
O 1.894 0.444 -0.652
N -1.539 0.893 -0.553
H 0.150 1.836 -1.468
C 0.341 -1.048 0.170
H -1.119 -1.132 1.927
H 1.794 1.583 -0.175
N 0.563 0.011 -0.831
H 1.401 -1.282 0.727
O -1.787 -0.283 -0.019
H -0.311 0.439 1.458


The highest multiplicity belongs to which entry? C44H47FMnN5PS2Si